Record 1
ORCA calculation (ωB97M-V/def2-TZVPD) on a 10-piece molecular cluster, C44H88N8O2 overall at a distorted geometry.

Element x y z (Å)
1 C -10.84 -18.15 17.19
2 C -12.22 -18.12 16.58
3 N -12.26 -18.16 15.11
4 C -11.56 -19.31 14.50
5 C -11.43 -19.11 13.01
6 C -13.52 -17.76 14.59
7 C -14.61 -18.86 14.71
8 H -10.87 -17.79 18.22
9 H -10.09 -17.54 16.69
10 H -10.42 -19.15 17.21
11 H -12.77 -18.96 17.02
12 H -12.70 -17.22 16.96
13 H -12.21 -20.17 14.72
14 H -10.61 -19.45 15.01
15 H -10.84 -19.86 12.47
16 H -10.99 -18.13 12.83
17 H -12.42 -18.99 12.55
18 H -13.88 -16.88 15.13
19 H -13.44 -17.43 13.56
20 H -15.56 -18.48 14.34
21 H -14.39 -19.73 14.08
22 H -14.76 -19.26 15.72
23 C -2.84 -21.53 14.96
24 C -3.68 -20.81 16.06
25 N -4.80 -20.01 15.52
26 C -5.65 -19.49 16.57
27 C -6.50 -20.53 17.30
28 C -4.22 -18.93 14.61
29 C -3.40 -17.89 15.37
30 H -2.19 -20.89 14.37
31 H -3.53 -21.86 14.19
32 H -2.28 -22.38 15.33
33 H -4.14 -21.56 16.71
34 H -3.02 -20.26 16.73
35 H -5.06 -18.99 17.34
36 H -6.36 -18.79 16.15
37 H -7.18 -21.11 16.67
38 H -5.87 -21.28 17.77
39 H -7.06 -20.01 18.07
40 H -5.06 -18.42 14.14
41 H -3.64 -19.35 13.79
42 H -2.46 -18.31 15.72
43 H -3.95 -17.43 16.18
44 H -3.09 -17.15 14.62
45 C -3.63 -22.33 10.83
46 C -2.52 -21.58 11.46
47 C -1.69 -21.22 10.21
48 O -1.83 -22.45 9.40
49 C -2.95 -23.20 9.80
50 H -4.37 -21.63 10.43
51 H -4.15 -22.92 11.58
52 H -2.01 -22.16 12.23
53 H -2.84 -20.70 12.00
54 H -0.68 -20.93 10.46
55 H -2.13 -20.36 9.72
56 H -2.56 -24.10 10.28
57 H -3.63 -23.41 8.97
58 C -10.07 -23.22 11.03
59 C -9.64 -23.11 9.55
60 C -10.54 -21.98 9.05
61 O -11.72 -22.24 9.75
62 C -11.53 -22.73 11.08
63 H -9.36 -22.77 11.72
64 H -9.99 -24.29 11.23
65 H -9.96 -24.01 9.01
66 H -8.59 -22.86 9.48
67 H -10.70 -21.94 7.97
68 H -10.16 -21.01 9.37
69 H -12.27 -23.49 11.35
70 H -11.66 -21.98 11.86
71 C -4.68 -16.93 11.14
72 C -5.69 -15.88 10.62
73 C -6.10 -14.93 11.77
74 C -6.32 -15.57 13.04
75 N -6.48 -16.12 14.04
76 H -5.12 -17.63 11.85
77 H -3.78 -16.47 11.55
78 H -4.34 -17.63 10.36
79 H -6.51 -16.38 10.10
80 H -5.25 -15.25 9.84
81 H -7.01 -14.37 11.58
82 H -5.25 -14.27 11.95
83 C -6.41 -25.65 13.17
84 C -6.58 -24.17 13.34
85 C -5.86 -23.60 14.56
86 C -6.52 -23.88 15.80
87 N -7.02 -24.13 16.82
88 H -7.09 -26.06 12.43
89 H -6.60 -26.33 14.01
90 H -5.44 -25.88 12.76
91 H -7.64 -23.92 13.36
92 H -6.21 -23.65 12.46
93 H -5.90 -22.52 14.41
94 H -4.80 -23.86 14.56
95 C -5.56 -22.30 6.17
96 C -4.39 -21.50 5.65
97 C -3.63 -20.95 6.83
98 C -4.47 -20.11 7.71
99 N -5.18 -19.46 8.37
100 H -5.15 -23.14 6.72
101 H -6.20 -22.70 5.38
102 H -6.24 -21.68 6.76
103 H -4.70 -20.70 4.99
104 H -3.63 -22.08 5.13
105 H -2.79 -20.33 6.54
106 H -3.25 -21.77 7.44
107 C -10.84 -12.87 14.55
108 C -10.11 -14.14 15.03
109 C -10.43 -15.32 14.07
110 C -9.90 -15.20 12.68
111 N -9.50 -15.06 11.60
112 H -10.71 -12.65 13.49
113 H -10.53 -12.00 15.13
114 H -11.88 -12.90 14.88
115 H -10.44 -14.38 16.04
116 H -9.02 -14.11 15.11
117 H -11.51 -15.43 13.98
118 H -10.02 -16.22 14.51
119 C -6.68 -20.30 11.24
120 C -7.98 -19.63 11.78
121 C -8.03 -19.43 13.29
122 C -8.41 -20.65 14.02
123 N -8.72 -21.62 14.57
124 H -6.55 -21.28 11.71
125 H -5.73 -19.80 11.42
126 H -6.77 -20.45 10.17
127 H -8.90 -20.06 11.40
128 H -7.96 -18.56 11.54
129 H -8.70 -18.65 13.62
130 H -7.01 -19.12 13.55
131 C -11.61 -21.76 16.98
132 C -11.81 -22.96 16.01
133 C -10.61 -23.94 15.98
134 C -10.62 -25.01 14.95
135 N -10.62 -25.86 14.16
136 H -10.65 -21.26 16.87
137 H -11.65 -22.11 18.01
138 H -12.40 -21.01 16.99
139 H -12.05 -22.62 15.00
140 H -12.66 -23.57 16.33
141 H -10.64 -24.51 16.91
142 H -9.66 -23.41 15.92

Output
structure (SMILES) = CCN(CC)CC.CCN(CC)CC.C1CCOC1.C1CCOC1.CCCC#N.CCCC#N.CCCC#N.CCCC#N.CCCC#N.CCCC#N
charge = 0
E_tot = -63067.827 eV
strongest force on any atom = 2.704 eV/A
frontier orbital gap = 8.77 eV

Record 2
ORCA calculation (ωB97M-V/def2-TZVPD) on C10H21N5O4 as an isolated structure at a distorted geometry.

Element x y z (Å)
1 C -1.26 1.29 2.93
2 C -0.48 0.49 1.88
3 C -1.79 2.74 2.51
4 C -2.55 3.34 3.49
5 C 0.29 0.11 -0.41
6 C 1.71 -0.21 -0.15
7 C 0.10 0.82 -1.80
8 C 0.37 -0.10 -2.95
9 C -0.74 -1.09 -3.30
10 C 0.46 -3.12 -2.95
11 H -0.70 1.38 5.07
12 H 0.15 0.48 4.13
13 H -2.34 0.70 2.98
14 H -2.38 2.51 1.71
15 H -0.08 3.59 2.75
16 H -2.61 4.43 3.20
17 H -1.96 3.41 4.44
18 H -3.56 2.80 3.42
19 H -0.81 1.97 0.45
20 H -0.40 -0.65 -0.45
21 H -0.98 1.21 -1.90
22 H 0.84 1.61 -1.88
23 H 1.34 -0.60 -2.90
24 H 0.41 0.62 -3.87
25 H -1.60 -0.70 -3.95
26 H -1.28 -1.29 -2.40
27 H 0.14 -2.43 -4.70
28 H 0.89 -3.61 -1.13
29 H 1.11 -4.34 -4.79
30 H 1.74 -4.83 -3.20
31 H 0.99 -0.95 1.61
32 N -0.34 1.34 4.11
33 N -0.35 0.95 0.57
34 N -0.28 -2.27 -3.79
35 N 0.24 -2.98 -1.65
36 N 1.31 -4.02 -3.66
37 O -0.02 -0.66 2.40
38 O -0.75 3.71 2.02
39 O 2.67 -0.02 -0.88
40 O 1.87 -0.80 1.09

Output
charge = 0
ΔE to the lowest compared entry with this formula, charge and spin = 113.3 kcal/mol
E_tot = -26348.335 eV
strongest force on any atom = 6.161 eV/A
frontier orbital gap = 9.29 eV

Record 3
ORCA calculation (ωB97M-V/def2-TZVPD) on a 2-piece molecular cluster, C19H14BF3O13PS2 overall.

Element x y z (Å)
1 O 2.16 -1.32 0.12
2 C 2.21 -0.14 -0.12
3 C 3.46 0.55 -0.51
4 C 3.37 1.56 -1.37
5 C 2.04 1.98 -1.89
6 O 1.91 2.38 -3.03
7 C 0.88 1.81 -0.93
8 C 0.99 0.72 -0.07
9 C -0.02 0.46 0.85
10 P -0.01 -0.93 2.01
11 S -0.66 -2.62 1.34
12 C -1.11 1.30 0.88
13 C -1.26 2.40 0.03
14 C -2.53 3.22 0.15
15 C -3.71 2.49 0.79
16 C -4.11 1.19 0.06
17 C -5.57 1.20 -0.46
18 S -5.60 1.06 -2.22
19 O -4.59 1.89 -2.81
20 O -5.67 -0.32 -2.55
21 O -7.00 1.76 -2.55
22 C -0.22 2.67 -0.88
23 C -0.24 3.88 -1.79
24 F 0.95 4.51 -1.77
25 F -1.14 4.81 -1.41
26 F -0.54 3.56 -3.05
27 H 4.40 0.19 -0.11
28 H 4.25 2.08 -1.73
29 H 1.29 -0.95 2.54
30 H -0.82 -0.40 3.02
31 H -1.89 1.08 1.60
32 H -2.85 3.56 -0.83
33 H -2.32 4.12 0.72
34 H -4.55 3.18 0.76
35 H -3.52 2.30 1.85
36 H -4.04 0.35 0.74
37 H -3.41 0.96 -0.75
38 H -6.10 0.33 -0.09
39 H -6.11 2.08 -0.14
40 H -6.83 2.39 -3.27
41 B 4.50 -4.72 1.29
42 O 5.22 -3.43 1.37
43 C 4.47 -2.54 1.98
44 O 4.76 -1.39 2.21
45 C 3.14 -3.22 2.36
46 O 2.23 -2.69 2.94
47 O 3.19 -4.47 1.94
48 O 4.34 -5.16 -0.10
49 C 4.90 -6.35 -0.26
50 O 4.95 -6.98 -1.28
51 C 5.50 -6.77 1.10
52 O 6.08 -7.79 1.33
53 O 5.24 -5.80 1.97

Output
charge = -1
E_tot = -86343.739 eV
strongest force on any atom = 0.744 eV/A
frontier orbital gap = 7.00 eV

What did the second record say?
ORCA calculation (ωB97M-V/def2-TZVPD) on C10H21N5O4 as an isolated structure at a distorted geometry.

Element x y z (Å)
1 C -1.26 1.29 2.93
2 C -0.48 0.49 1.88
3 C -1.79 2.74 2.51
4 C -2.55 3.34 3.49
5 C 0.29 0.11 -0.41
6 C 1.71 -0.21 -0.15
7 C 0.10 0.82 -1.80
8 C 0.37 -0.10 -2.95
9 C -0.74 -1.09 -3.30
10 C 0.46 -3.12 -2.95
11 H -0.70 1.38 5.07
12 H 0.15 0.48 4.13
13 H -2.34 0.70 2.98
14 H -2.38 2.51 1.71
15 H -0.08 3.59 2.75
16 H -2.61 4.43 3.20
17 H -1.96 3.41 4.44
18 H -3.56 2.80 3.42
19 H -0.81 1.97 0.45
20 H -0.40 -0.65 -0.45
21 H -0.98 1.21 -1.90
22 H 0.84 1.61 -1.88
23 H 1.34 -0.60 -2.90
24 H 0.41 0.62 -3.87
25 H -1.60 -0.70 -3.95
26 H -1.28 -1.29 -2.40
27 H 0.14 -2.43 -4.70
28 H 0.89 -3.61 -1.13
29 H 1.11 -4.34 -4.79
30 H 1.74 -4.83 -3.20
31 H 0.99 -0.95 1.61
32 N -0.34 1.34 4.11
33 N -0.35 0.95 0.57
34 N -0.28 -2.27 -3.79
35 N 0.24 -2.98 -1.65
36 N 1.31 -4.02 -3.66
37 O -0.02 -0.66 2.40
38 O -0.75 3.71 2.02
39 O 2.67 -0.02 -0.88
40 O 1.87 -0.80 1.09

Output
charge = 0
ΔE to the lowest compared entry with this formula, charge and spin = 113.3 kcal/mol
E_tot = -26348.335 eV
strongest force on any atom = 6.161 eV/A
frontier orbital gap = 9.29 eV

frontier orbital gap of number 3 (C19H14BF3O13PS2)?
7.00 eV

Which formula does entry 2 have?
C10H21N5O4